Record 1
{
  "formula": "C18H16ClN4O2V",
  "method": "ωB97M-V/def2-TZVPD",
  "spin_multiplicity": 2,
  "e_above_lowest_kj_mol": 0.0,
  "max_force_ev_per_a": 2.90,
  "e_homo_ev": [-11.884, -11.890],
  "e_tot_ha": -2469.01980,
  "charge": 1,
  "elements": ["H", "H", "N", "C", "Cl", "H", "H", "C", "N", "H", "H", "C", "V", "C", "H", "C", "C", "H", "C", "O", "C", "C", "C", "C", "O", "N", "H", "C", "C", "H", "H", "C", "H", "H", "C", "H", "C", "N", "C", "H", "H", "C"],
  "xyz": [[6.405, 2.798, -2.103], [-2.475, -3.209, 0.625], [1.499, -1.037, -0.923], [4.812, 4.237, -2.003], [3.616, -0.486, 4.194], [0.344, -4.099, -1.550], [-1.810, -4.524, -0.373], [2.646, 3.383, -1.421], [0.347, -0.031, 2.051], [3.493, -2.686, -1.802], [2.651, -2.053, -3.195], [3.464, 4.451, -1.753], [-0.029, 0.061, 0.084], [2.301, 0.976, -1.067], [1.594, 3.537, -1.222], [2.543, -2.716, -2.337], [1.447, -2.223, -1.449], [-2.779, -3.234, -1.107], [-2.037, -3.462, -0.339], [1.075, 1.251, -0.510], [0.955, -0.449, 4.701], [4.540, 1.883, -1.599], [-0.641, -0.111, 2.960], [0.306, -3.082, -1.188], [-0.859, -1.377, -0.136], [-2.390, 2.139, 0.402], [-1.650, 0.010, 2.593], [-0.363, -0.319, 4.292], [-1.513, 1.403, 0.238], [-1.174, -0.377, 5.003], [2.345, -3.728, -2.680], [3.184, 2.100, -1.356], [1.203, -0.621, 5.740], [2.398, -0.041, 1.682], [-0.808, -2.664, -0.580], [4.942, 0.881, -1.535], [5.350, 2.956, -1.918], [2.589, -0.244, -1.310], [1.964, -0.349, 3.756], [5.449, 5.072, -2.263], [3.049, 5.448, -1.816], [1.629, -0.128, 2.439]],
  "mulliken_spin": [0.000, 0.000, -0.038, -0.001, 0.000, 0.000, 0.000, 0.000, -0.036, 0.001, 0.001, 0.001, 1.077, -0.006, 0.000, -0.003, 0.014, 0.002, -0.003, -0.018, 0.007, 0.000, 0.012, 0.000, -0.025, 0.067, -0.001, -0.005, -0.061, -0.001, 0.000, -0.001, 0.000, -0.004, 0.010, 0.000, 0.000, -0.001, -0.003, 0.000, 0.000, 0.015]
}

***

Record 2
{
  "formula": "C18H16F4N2O2S",
  "method": "ωB97M-V/def2-TZVPD",
  "smiles": "O=S(=O)(N[C@@H]1CCc2c(-c3ccc(C(F)(F)F)c(F)c3)cncc21)C1CC1",
  "max_force_ev_per_a": 4.79,
  "e_homo_ev": -9.331,
  "e_tot_ha": -1753.07492,
  "elements": ["C", "C", "H", "F", "C", "C", "H", "H", "H", "C", "S", "O", "H", "H", "H", "C", "H", "N", "H", "F", "H", "O", "N", "H", "C", "H", "H", "C", "C", "H", "F", "C", "F", "C", "C", "H", "C", "C", "C", "C", "C", "C", "H"],
  "xyz": [[2.334, 1.439, 0.184], [-0.932, 4.855, -0.244], [0.453, -7.581, 0.958], [-0.260, 7.872, -0.821], [0.117, 0.541, 0.509], [0.804, -0.637, 1.027], [-2.405, -1.512, 0.981], [1.822, 2.997, -2.308], [-1.902, 1.061, 0.873], [0.344, -5.436, 0.562], [-0.905, -4.208, 0.763], [-1.440, -4.210, 2.117], [0.157, -1.964, 2.468], [-1.657, -0.078, -0.589], [1.599, -6.452, -1.070], [0.719, 4.747, -2.010], [2.790, -1.407, 1.696], [0.053, -2.792, 0.444], [-0.223, -2.417, -0.456], [-1.995, 6.969, -1.882], [-0.139, -5.846, -1.549], [-1.866, -4.303, -0.311], [2.894, 0.417, 0.737], [-1.741, -0.687, 2.368], [0.607, -6.234, -0.778], [1.218, 5.164, -2.823], [-1.123, 3.031, 0.913], [-1.513, -0.983, 1.350], [-0.167, -6.805, 0.430], [-1.296, -7.010, 0.199], [-0.290, 7.339, -2.979], [0.394, 2.823, -0.596], [-1.915, 5.487, 0.528], [-0.578, 3.475, 0.085], [-0.251, 5.528, -1.308], [2.963, 2.303, -0.129], [1.069, 3.435, -1.719], [-1.338, 0.231, 0.416], [-0.127, -1.725, 1.396], [2.211, -0.637, 1.181], [0.945, 1.560, -0.049], [-0.634, 6.974, -1.747], [1.207, -5.323, 1.180]],
  "mulliken_charge": [-0.425, 0.064, 0.288, -0.232, 0.363, -0.903, 0.338, 0.599, 0.263, -0.244, 1.111, -0.656, 0.507, 0.247, 0.315, -0.411, 0.422, -0.362, 0.393, -0.276, 0.225, -0.670, -0.639, 0.353, -0.554, 0.469, 0.421, -0.948, -0.599, 0.245, -0.261, 0.828, -0.320, -0.825, -0.169, 0.453, -0.989, -0.151, 0.183, -0.505, 0.718, 0.849, 0.488]
}

***

Record 3
{
  "formula": "C18H16F6MgN3O10S3",
  "method": "ωB97M-V/def2-TZVPD",
  "spin_multiplicity": 2,
  "e_above_lowest_kj_mol": 0.0,
  "max_force_ev_per_a": 2.34,
  "e_homo_ev": [0.134, -2.472],
  "e_tot_ha": -3606.22330,
  "charge": -2,
  "elements": ["O", "C", "H", "C", "C", "Mg", "H", "S", "O", "C", "C", "F", "H", "F", "O", "H", "C", "H", "C", "O", "H", "H", "C", "H", "N", "C", "S", "S", "H", "F", "C", "C", "C", "C", "H", "F", "C", "O", "N", "H", "H", "N", "C", "O", "F", "C", "H", "H", "F", "O", "H", "C", "O", "C", "O", "H", "O"],
  "xyz": [[-0.054, -1.024, -2.727], [1.621, 3.606, -3.178], [-5.391, -4.362, -1.380], [-1.349, 2.376, -1.383], [-1.571, 0.048, 2.748], [-0.605, -0.446, -0.147], [-1.438, -5.556, -0.183], [2.415, 2.007, -3.620], [-2.406, -1.243, -0.706], [-1.722, -3.470, -0.421], [3.288, 0.453, 2.103], [1.304, 3.639, -1.894], [-1.638, 2.539, 3.974], [2.089, -2.434, -3.190], [-1.531, -1.025, 2.119], [-1.474, 4.614, 0.184], [-3.458, -5.158, -0.763], [3.800, 0.115, 1.200], [2.961, -0.731, 3.013], [-1.620, 3.416, -2.004], [3.771, -1.457, 3.094], [1.840, 1.495, 0.810], [-2.174, -4.807, -0.439], [1.444, 1.523, 2.546], [-1.316, 1.337, 0.807], [-1.448, 3.719, 0.787], [-0.111, -3.051, -0.060], [0.998, -0.080, -2.486], [2.719, -0.374, 4.018], [2.516, 4.595, -3.401], [2.494, -1.238, -2.742], [-1.518, 3.734, 2.199], [1.719, -1.325, 2.341], [-1.550, 2.558, 2.895], [-4.534, -1.991, -1.309], [3.381, -0.776, -3.637], [-1.478, 1.333, 2.178], [-1.135, 1.227, -1.851], [1.224, 0.974, -3.590], [-1.571, 4.677, 2.734], [0.970, -1.690, 3.047], [-2.669, -2.519, -0.723], [1.894, 0.931, 1.738], [2.832, 2.200, -4.981], [0.558, 3.846, -3.926], [-1.346, 2.491, 0.154], [1.974, -2.145, 1.666], [3.890, 1.224, 2.585], [3.155, -1.451, -1.595], [1.150, -0.273, 1.567], [-1.759, -0.951, 4.304], [-4.368, -4.153, -1.099], [1.224, 0.282, -1.081], [-3.933, -2.855, -1.070], [-1.721, -0.002, 4.132], [-3.755, -6.200, -0.760], [3.412, 1.829, -2.600]],
  "mulliken_spin": [0.000, 0.002, 0.000, -0.017, 0.137, -0.038, 0.000, 0.000, 0.003, -0.002, -0.005, 0.002, 0.026, 0.000, 0.151, 0.015, 0.000, 0.001, 0.004, -0.001, 0.000, 0.000, -0.001, 0.021, 0.202, 0.253, -0.002, 0.000, 0.000, 0.000, 0.000, -0.030, 0.000, 0.117, 0.000, 0.000, 0.187, -0.001, 0.000, 0.007, -0.002, 0.009, -0.018, 0.000, 0.000, -0.061, -0.002, 0.000, 0.000, 0.026, 0.000, 0.000, -0.006, -0.001, 0.022, 0.000, 0.000]
}

***

Record 4
{
  "formula": "C18H16IN2O2Zn",
  "method": "ωB97M-V/def2-TZVPD",
  "e_above_lowest_kj_mol": 899.1,
  "max_force_ev_per_a": 10.41,
  "e_homo_ev": [-2.802, -2.382],
  "e_tot_ha": -3031.99580,
  "charge": -1,
  "elements": ["H", "C", "C", "N", "C", "C", "C", "H", "H", "H", "C", "C", "C", "H", "C", "C", "H", "C", "C", "C", "H", "H", "H", "H", "C", "C", "Zn", "H", "H", "O", "H", "C", "I", "C", "O", "N", "H", "H", "C", "H"],
  "xyz": [[0.037, 0.763, -1.344], [2.818, -2.954, 0.493], [3.455, -3.712, -0.495], [-0.752, -1.643, -1.126], [-2.489, -1.302, -3.378], [-3.995, 1.045, -0.962], [-4.643, 0.431, -3.225], [-0.681, 2.239, 0.999], [0.879, -0.318, 2.705], [-2.134, 1.315, 0.434], [-2.043, 0.036, 0.186], [1.441, -1.124, 2.227], [-1.092, 1.604, 0.187], [-5.495, 1.104, -3.172], [-1.803, -0.685, -1.043], [-3.154, 0.901, 0.148], [-1.650, -1.991, -3.456], [3.058, -3.612, -1.833], [1.785, -2.103, 0.123], [-2.669, -0.564, -2.183], [2.500, -0.845, 2.286], [-4.834, 1.729, -0.883], [1.689, -2.661, -3.219], [-3.189, -1.770, -5.360], [2.014, -2.756, -2.189], [1.378, -2.016, -1.197], [0.000, 0.000, 0.000], [1.253, -2.046, 2.787], [3.130, -3.045, 1.526], [1.018, -1.262, 0.878], [-3.379, 1.480, 1.044], [-3.359, -1.181, -4.464], [-1.073, 2.694, -1.646], [-4.439, -0.313, -4.386], [-1.354, -0.062, 1.267], [0.350, -1.104, -1.414], [4.264, -4.384, -0.219], [-5.125, -0.215, -5.222], [-3.773, 0.312, -2.126], [3.558, -4.201, -2.596]],
  "mulliken_charge": [-0.222, -0.627, -0.688, -0.629, -0.645, -1.589, -0.865, 0.639, 0.267, 0.006, 0.966, -0.984, -0.530, 0.337, 1.293, -0.900, 0.408, -0.542, 1.595, 0.697, 0.404, 0.250, 0.443, 0.370, -0.484, -0.663, -0.737, 0.349, 0.394, 0.075, 0.246, -0.719, -0.237, -0.447, -0.556, 0.195, 0.365, 0.352, 1.052, 0.360]
}

***

Record 5
{
  "formula": "C18H16N2O2",
  "method": "ωB97M-V/def2-TZVPD",
  "e_above_lowest_kj_mol": 117.9,
  "smiles": "Cn1ccc(=O)n(C(c2ccccc2)c2ccccc2)c1=O",
  "max_force_ev_per_a": 2.16,
  "e_homo_ev": -8.707,
  "e_tot_ha": -955.52968,
  "elements": ["C", "C", "C", "H", "C", "C", "N", "C", "H", "H", "H", "C", "H", "C", "H", "H", "C", "C", "N", "O", "H", "C", "C", "C", "H", "H", "H", "O", "C", "C", "H", "H", "H", "C", "H", "H", "C", "C"],
  "xyz": [[-4.376, 0.126, 0.360], [0.078, 0.950, 2.465], [1.338, 3.011, 2.735], [-3.627, 3.440, 0.112], [-3.182, -0.309, 0.923], [-2.370, 1.946, 0.999], [-0.104, -0.800, 0.748], [0.534, 0.531, 3.717], [1.824, -3.270, -1.476], [0.488, -4.810, -1.034], [2.620, -0.879, -1.252], [1.739, -1.243, -0.746], [-1.165, -0.739, 2.458], [-3.520, 2.380, 0.341], [-5.419, 1.805, -0.519], [-0.191, -4.838, 0.620], [1.443, 1.307, 4.435], [1.857, 2.546, 3.943], [0.210, -2.951, -0.233], [1.269, 0.916, -0.017], [0.197, -0.438, 4.096], [-0.845, 0.006, 1.729], [-0.216, -4.334, -0.350], [-4.523, 1.473, 0.008], [1.604, 3.991, 2.337], [0.192, 2.573, 1.004], [2.592, 3.138, 4.487], [-1.439, -2.639, 1.277], [-2.133, 0.580, 1.176], [1.323, -2.516, -0.877], [-3.048, -1.355, 1.190], [1.831, 0.925, 5.378], [-1.673, 2.691, 1.372], [0.979, -0.289, 0.004], [-1.227, -4.399, -0.763], [-5.181, -0.589, 0.196], [-0.506, -2.141, 0.638], [0.491, 2.197, 1.982]],
  "mulliken_charge": [-0.682, 0.289, -1.167, 0.397, -0.564, -0.229, 0.303, -0.594, 0.297, 0.277, 0.415, -0.954, 0.619, -0.863, 0.365, 0.311, -0.643, -0.447, 0.093, -0.620, 0.339, -0.056, -0.883, -0.428, 0.370, 0.644, 0.372, -0.670, 0.220, 0.136, 0.470, 0.380, 0.639, 0.837, 0.306, 0.389, 0.454, -0.121]
}

***

Record 6
{
  "formula": "C18H16N2O3",
  "method": "ωB97M-V/def2-TZVPD",
  "e_above_lowest_kj_mol": 300.0,
  "smiles": "Cc1ccc(/C=N/NC(=O)COc2ccc3ccccc3c2)o1",
  "max_force_ev_per_a": 1.23,
  "e_homo_ev": -7.870,
  "e_tot_ha": -1030.71283,
  "elements": ["H", "C", "O", "C", "C", "H", "C", "N", "H", "H", "H", "C", "O", "H", "C", "H", "H", "H", "C", "H", "C", "H", "C", "C", "C", "C", "C", "C", "C", "H", "H", "H", "C", "H", "H", "C", "O", "C", "N"],
  "xyz": [[-4.739, 1.519, 0.913], [0.934, -1.330, 0.769], [-2.110, 1.101, -0.963], [2.950, -0.527, -0.288], [-2.630, 2.225, 0.892], [-0.363, -4.002, -0.906], [-4.158, -0.058, -1.573], [1.873, 2.092, -0.868], [2.320, 1.611, -1.641], [4.728, 2.207, -0.263], [3.633, -1.637, -1.986], [-0.291, -3.214, -0.169], [2.273, 2.956, 1.211], [-5.183, -0.147, -1.227], [3.976, 1.575, 0.218], [0.067, 2.866, 0.892], [-0.013, -0.391, 2.455], [-1.966, -1.887, 2.441], [-1.631, 1.934, -0.010], [-2.139, -3.691, 0.774], [-1.176, -2.015, 1.716], [2.081, 0.326, 1.480], [-3.399, 0.854, -0.680], [-0.091, -1.184, 1.726], [2.870, -1.581, -1.225], [-0.252, 2.315, 0.009], [2.624, 2.303, 0.253], [0.830, -2.362, -0.198], [-1.276, -3.041, 0.764], [-2.547, 2.857, 1.752], [1.787, -3.279, -1.893], [4.284, 1.398, 1.257], [-3.772, 1.527, 0.454], [-3.693, -1.043, -1.583], [-4.154, 0.323, -2.594], [1.847, -2.479, -1.170], [3.954, 0.380, -0.530], [2.028, -0.441, 0.723], [0.524, 1.941, -0.933]],
  "mulliken_charge": [0.482, 0.868, -0.342, 0.320, -0.716, 0.382, -1.211, 0.012, 0.367, 0.376, 0.458, -0.840, -0.597, 0.345, -0.409, 0.443, 0.416, 0.412, 0.618, 0.416, -0.626, 0.460, 0.537, -0.596, -0.732, -0.238, 0.293, 0.730, -0.564, 0.489, 0.394, 0.311, -0.568, 0.264, 0.304, -0.849, -0.518, -0.311, -0.580]
}

***

Record 7
{
  "formula": "C18H16N2O3S",
  "method": "ωB97M-V/def2-TZVPD",
  "e_above_lowest_kj_mol": 297.0,
  "smiles": "COc1ccc(Cc2nnc(SCC(=O)c3ccccc3)o2)cc1",
  "max_force_ev_per_a": 1.56,
  "e_homo_ev": -8.290,
  "e_tot_ha": -1428.90476,
  "elements": ["S", "H", "H", "H", "N", "N", "O", "C", "H", "H", "C", "H", "H", "C", "C", "H", "C", "C", "C", "H", "H", "H", "C", "C", "C", "H", "C", "C", "H", "C", "H", "C", "C", "C", "O", "O", "H", "H", "C", "C"],
  "xyz": [[-0.836, 3.401, 1.039], [-3.002, 2.425, 1.143], [3.878, 1.239, -1.727], [1.757, -5.100, -0.613], [1.280, 1.977, -1.786], [0.137, 2.527, -1.327], [1.428, -3.774, 0.950], [2.568, -1.059, -1.260], [0.574, -5.553, 0.638], [-1.091, -1.723, 0.487], [2.387, -1.693, 1.419], [4.071, 1.713, -0.009], [1.722, -2.971, -1.650], [-2.147, 2.255, 0.489], [2.900, -0.474, 1.033], [-5.677, -0.844, -1.086], [3.000, -0.145, -0.314], [-3.874, 0.009, -0.325], [2.052, -2.287, -0.884], [-4.268, 1.014, -0.346], [0.145, -4.330, -0.585], [-4.820, -3.153, -1.048], [-4.672, -1.040, -0.742], [0.955, -4.730, 0.035], [0.348, 2.816, -0.083], [-2.526, -3.606, -0.259], [-2.901, -2.593, -0.280], [3.415, 1.247, -0.742], [-2.401, 2.501, -0.542], [2.122, 1.968, -0.805], [2.615, -0.803, -2.308], [-2.099, -1.550, 0.138], [-2.576, -0.237, 0.121], [-1.653, 0.819, 0.588], [-0.551, 0.561, 1.012], [1.595, 2.515, 0.314], [3.214, 0.235, 1.785], [2.297, -1.954, 2.462], [-4.190, -2.339, -0.721], [1.947, -2.610, 0.464]],
  "mulliken_charge": [-0.266, 0.600, 0.384, 0.374, -0.572, -0.362, -0.450, -0.765, 0.244, 0.508, -0.582, 0.411, 0.392, -1.071, -0.379, 0.380, 0.353, -0.355, -0.195, 0.354, 0.248, 0.390, -0.720, -0.804, 0.495, 0.395, -0.465, -1.239, 0.413, 0.982, 0.342, -0.397, 0.381, 0.733, -0.534, -0.261, 0.339, 0.415, -0.454, 0.740]
}

***

Record 8
{
  "formula": "C18H16N2O6",
  "method": "ωB97M-V/def2-TZVPD",
  "e_above_lowest_kj_mol": 442.3,
  "smiles": "O=C(Cc1ccccc1)NCC(=O)OCC(=O)c1cccc([N+](=O)[O-])c1",
  "max_force_ev_per_a": 1.22,
  "e_homo_ev": -9.318,
  "e_tot_ha": -1256.42142,
  "elements": ["C", "C", "C", "C", "H", "O", "N", "C", "C", "C", "H", "C", "H", "C", "H", "H", "O", "H", "H", "H", "H", "O", "H", "H", "N", "C", "C", "H", "H", "C", "H", "C", "O", "C", "O", "C", "C", "C", "O", "H", "H", "C"],
  "xyz": [[2.652, 0.942, 0.292], [3.871, -1.306, -0.019], [2.262, 1.687, 1.406], [-3.044, -2.068, 0.883], [-3.993, 1.887, -1.353], [2.683, -1.734, -0.659], [-0.264, 1.480, -1.934], [0.620, 1.581, -0.797], [-3.579, 0.043, -0.354], [-1.905, -2.616, 0.030], [-0.740, 2.805, 0.300], [-3.310, 2.204, 0.650], [-3.385, 3.279, 0.585], [3.920, 0.169, 0.389], [4.686, -1.517, -0.714], [0.435, -1.631, -1.718], [4.933, 0.634, 0.842], [-3.965, -2.539, 0.534], [2.128, 0.393, -1.732], [0.328, -3.221, -0.940], [-2.866, -2.396, 1.910], [1.544, -1.548, 1.267], [-2.594, 2.207, 2.669], [0.763, 2.932, 2.284], [-0.840, -1.781, -0.051], [-3.661, 1.420, -0.439], [1.835, 0.911, -0.831], [-3.853, -0.569, -1.201], [-2.439, -0.240, 2.812], [-2.869, 1.602, 1.816], [-0.807, -0.967, 0.544], [0.366, -2.142, -0.749], [-1.175, 2.271, -2.014], [0.219, 2.311, 0.314], [-1.941, -3.686, -0.533], [1.055, 2.366, 1.414], [-3.145, -0.572, 0.816], [1.572, -1.794, 0.090], [-0.041, 0.588, -2.727], [2.913, 1.712, 2.265], [4.032, -1.880, 0.904], [-2.782, 0.223, 1.897]],
  "mulliken_charge": [0.564, -0.431, -0.628, -1.102, 0.384, -0.391, 1.190, -0.387, 0.030, 0.635, 0.796, -0.298, 0.422, 0.085, 0.345, 0.239, -0.557, 0.375, 0.547, 0.484, 0.343, -0.573, 0.422, 0.446, 0.214, -0.572, 0.058, 0.445, 0.337, -0.657, 0.131, -1.005, -0.609, -0.389, -0.687, -0.913, 0.103, 0.782, -0.652, 0.456, 0.312, -0.295]
}